No. 1
{"formula": "C2H5BO2", "method": "ωB97M-V/def2-TZVPD", "symbols": ["B", "C", "C", "O", "O", "H", "H", "H", "H", "H"], "positions_angstrom": [[-0.747507, -0.213066, 0.370820], [1.850195, 0.729865, -0.660622], [0.331906, -0.399035, -0.704910], [-0.600853, 0.664011, 1.396519], [-1.596530, -1.246318, 0.218239], [2.271316, 0.591489, -1.704218], [2.266901, 1.020084, 0.299367], [0.079283, -0.508416, -1.707605], [-1.350102, 0.701016, 2.023187], [-2.504608, -1.339629, 0.469223]], "atomic_forces_ev_per_a": [[1.468, -0.879, -0.217], [-3.069, -3.275, -1.835], [3.920, 4.378, 1.769], [-1.024, 0.553, 0.650], [-1.343, -0.935, -0.299], [0.115, 0.775, 1.878], [0.109, -0.053, -0.500], [-0.297, -0.699, -1.631], [0.629, -0.111, -0.451], [-0.509, 0.247, 0.635]], "lowdin_charge": [-0.791, 0.071, 0.140, 0.162, 0.164, 0.019, -0.001, 0.021, 0.118, 0.096], "s2": 2.0052, "homo_ev": [-7.6, -10.1], "charge": 0, "orbital_gap_ev": [7.88, 9.11], "multiplicity": 3, "energy_ev": -6923.350}

No. 2
{"formula": "C5H6O3", "method": "ωB97M-V/def2-TZVPD", "symbols": ["O", "C", "O", "C", "C", "C", "C", "O", "H", "H", "H", "H", "H", "H"], "positions_angstrom": [[3.145068, 1.082734, -0.179781], [3.145308, -0.108227, -0.211986], [2.039335, -0.853970, -0.140657], [0.851991, -0.228620, 0.168613], [-0.347278, -0.737910, -0.088999], [-1.684944, -0.288400, 0.364761], [-2.324475, 0.973782, -0.070749], [-2.649549, -0.290590, -0.659069], [4.012849, -0.833879, -0.248273], [0.956358, 0.779837, 0.537450], [-0.356574, -1.771683, -0.530188], [-1.942242, -0.820687, 1.288631], [-1.723860, 1.632679, -0.734154], [-3.121986, 1.464932, 0.504398]], "atomic_forces_ev_per_a": [[0.581, 0.092, -0.103], [0.574, -0.450, 0.273], [-0.811, -1.036, -0.008], [-1.035, 1.173, -0.328], [1.182, -1.993, -0.319], [0.513, 0.121, 0.170], [0.549, 0.113, -0.291], [-0.541, 0.234, -0.047], [-0.553, 1.007, -0.154], [0.195, 0.044, 0.306], [-0.080, 1.011, 0.302], [-0.465, 0.484, -0.172], [-0.505, -0.425, 0.545], [0.396, -0.377, -0.175]], "lowdin_charge": [0.090, -0.342, 0.014, -0.107, -0.018, -0.321, -0.088, -0.045, 0.163, 0.127, 0.144, 0.147, 0.124, 0.113], "smiles": "O=CO/C=C/[C@H]1CO1", "homo_ev": -9.8, "charge": 0, "orbital_gap_ev": 10.72, "energy_ev": -11422.315}